No. 1
21
Properties=species:S:1:pos:R:3:nbo_charge:R:1 method="wB97M-V/def2-TZVPD" e_above_lowest_ev=7.038 lumo_energy_ev=-1.9 homo_ev=-7.7883 energy_ev=-20772.182 total_charge=0 gap_ev=5.928
S -1.79906 -0.85557 -1.36885 0.14
O 1.85885 0.01754 -1.57282 -0.66
O 0.66304 -2.01907 -0.09423 -1.17
N 1.24565 0.24467 0.64719 -0.74
C -1.75483 0.31954 0.03021 -0.52
C 0.17471 0.51072 1.58826 -0.20
C 1.44361 0.95573 -0.54935 0.11
C -1.08917 -0.29585 1.28609 -0.45
H 0.49165 0.18054 2.57065 0.20
H -1.15708 1.13528 -0.38650 0.21
H 1.22915 -2.68705 -0.50092 0.45
H 1.17586 -0.87121 0.33256 0.44
H -0.90860 -1.36357 1.23511 0.27
H -1.78136 -0.20452 2.14313 0.20
H -2.71491 0.75208 0.27447 0.23
H 1.23281 -0.71410 -1.33045 0.50
H 0.49973 1.52810 -0.90319 0.09
H 0.46074 -0.06344 -2.02893 0.45
H 0.03217 1.59898 1.55845 0.18
H -1.45572 0.04497 -2.35030 0.11
H 2.15277 1.78621 -0.58059 0.16

=====

No. 2
155
Properties=species:S:1:pos:R:3:lowdin_spin:R:1 method="wB97M-V/def2-TZVPD" lumo_energy_ev="-1.7 / -3.6" homo_ev="-10.8304 / -10.8304" energy_ev=-185447.598 total_charge=+1 multiplicity=2 gap_ev="9.121 / 7.241"
Br 12.68770 14.30310 10.31907 0.10
Cu 14.93004 14.78784 10.25907 0.68
O 13.19059 20.81946 13.50003 0.00
O 21.76358 14.10272 14.89225 0.00
O 14.59717 12.81674 14.35105 0.00
O 8.86594 14.07013 13.90672 0.00
O 15.95276 13.51312 8.68787 0.00
O 10.81053 18.44908 9.21286 0.00
O 17.63470 18.93781 14.44858 0.00
O 10.65217 10.88262 12.62451 0.00
O 14.69245 16.75972 9.15906 0.04
N 16.79730 15.62103 10.62916 0.05
N 20.01372 15.27403 11.85261 0.00
N 10.20889 8.26546 15.14248 0.00
N 8.15766 18.04800 11.62254 0.00
N 15.35079 13.11153 11.39305 0.10
N 6.58419 14.34722 15.82722 0.00
N 16.97721 13.15640 17.10736 0.00
N 16.97879 16.36201 13.54728 0.00
N 12.92000 18.52974 11.99713 0.00
C 11.08228 8.05388 12.79064 0.00
C 8.68588 16.43698 9.89071 0.00
C 16.76305 11.09608 11.42980 0.00
C 22.92516 13.49949 15.25493 0.00
C 6.82303 12.14020 14.82262 0.00
C 16.47433 12.37650 10.71674 0.00
C 16.99668 11.35559 15.43860 0.00
C 15.63757 16.85540 15.62202 0.00
C 8.90741 13.58402 15.22522 0.00
C 11.92485 18.88346 13.09312 0.00
C 20.23654 14.72136 13.17034 0.00
C 16.71564 17.08855 10.31480 0.00
C 16.11487 12.22561 9.26308 0.00
C 7.49508 13.22968 15.66301 0.00
C 16.45720 12.63631 15.84129 0.00
C 10.02014 10.18597 13.73623 0.00
C 15.97978 17.28888 9.02577 0.00
C 11.82551 20.40790 13.29471 0.00
C 12.40131 18.25094 14.41076 0.00
C 9.99266 14.78008 13.43333 0.00
C 13.24420 12.48491 14.04135 0.00
C 11.18816 19.53203 8.41217 0.00
C 15.18616 13.52893 7.49032 0.00
C 14.96922 12.79086 15.71419 0.00
C 13.36952 21.55977 14.65144 0.00
C 9.80437 18.73957 10.11137 0.00
C 19.29096 13.62095 13.38153 0.00
C 16.31085 18.72598 14.01915 0.00
C 9.21153 17.49864 10.80200 0.00
C 9.77084 11.75512 11.95442 0.00
C 18.02433 20.31010 14.61239 0.00
C 15.93853 17.15723 14.18123 0.00
C 13.88045 16.95314 7.98561 0.00
C 10.84949 8.89979 13.98733 0.00
C 21.63181 14.29317 13.48517 0.00
C 18.00256 17.88019 10.13346 0.00
H 15.00558 14.55107 7.18721 0.00
H 9.21090 12.34585 12.62970 0.00
H 16.43117 16.87314 8.12736 0.00
H 8.87067 19.18447 9.51090 0.00
H 9.25602 14.36164 15.94272 0.00
H 7.25222 18.11108 11.13768 0.00
H 8.99212 9.80992 13.50990 0.00
H 12.35531 18.55888 11.09574 0.00
H 9.49829 16.11002 9.33902 0.00
H 10.32092 7.19149 12.72131 0.00
H 12.55444 13.00010 14.75824 0.00
H 15.75503 12.95725 6.78380 0.00
H 14.37481 12.67027 11.25955 0.00
H 17.20947 11.36237 12.40152 0.00
H 12.86018 16.64118 8.08874 0.00
H 17.99823 11.52337 15.07677 0.00
H 11.78315 18.55059 15.29376 0.00
H 15.44274 13.16430 12.39641 0.00
H 11.58357 20.41550 8.93644 0.00
H 17.59339 20.76061 15.54174 0.00
H 16.82347 11.60862 8.68542 0.00
H 6.95296 15.06680 16.42490 0.00
H 17.13309 15.62189 11.61126 0.00
H 17.82218 12.62382 17.36794 0.00
H 14.68618 13.73020 16.16866 0.00
H 10.98151 18.39680 12.82719 0.00
H 16.09091 17.48488 11.17074 0.00
H 13.41913 18.51387 14.55712 0.00
H 17.24878 13.10168 10.75361 0.00
H 13.60611 19.26946 11.89771 0.00
H 17.90624 16.85982 13.61414 0.00
H 22.29866 15.07629 13.11057 0.00
H 10.17494 19.52149 10.82654 0.00
H 6.58738 14.82536 14.92537 0.00
H 18.57727 17.69524 11.00428 0.00
H 12.05423 7.55729 12.79403 0.00
H 7.29247 11.17983 14.82134 0.00
H 9.00260 11.14665 11.35577 0.00
H 10.93530 7.77451 15.73446 0.00
H 13.20722 20.92152 15.52346 0.00
H 16.98356 15.36835 13.83528 0.00
H 18.30485 13.82625 13.03690 0.00
H 7.91231 17.36077 12.34291 0.00
H 10.20676 12.49957 11.27957 0.00
H 10.01755 17.15544 11.50003 0.00
H 13.82636 18.07861 7.90402 0.00
H 17.31930 14.11863 17.05418 0.00
H 10.90908 14.26751 13.71513 0.00
H 22.78014 13.04220 16.29029 0.00
H 13.12514 11.49145 14.23432 0.00
H 19.09781 20.38944 14.75611 0.00
H 12.63146 22.34056 14.69929 0.00
H 15.91052 10.50968 11.67467 0.00
H 15.60841 19.41561 14.62413 0.00
H 19.91536 15.48103 13.90403 0.00
H 20.41949 16.24362 11.88880 0.00
H 23.81575 14.18607 15.31373 0.00
H 14.22251 13.06804 7.66658 0.00
H 5.82208 11.92756 15.30014 0.00
H 23.11985 12.64404 14.59351 0.00
H 11.94789 19.18392 7.73456 0.00
H 9.97539 14.81534 12.42580 0.00
H 14.44136 16.50754 7.11503 0.00
H 10.11526 15.78915 13.87736 0.00
H 14.43468 11.96191 16.24582 0.00
H 17.46748 10.44790 10.98797 0.00
H 7.60571 12.81109 16.65591 0.00
H 10.30217 19.90790 7.92950 0.00
H 14.95290 17.01283 13.61683 0.00
H 6.87470 12.48382 13.75527 0.00
H 12.46706 17.22392 14.33040 0.00
H 17.06228 10.70926 16.26616 0.00
H 15.84971 18.37951 8.92156 0.00
H 15.57197 15.76979 15.76231 0.00
H 16.89936 13.33254 15.10841 0.00
H 17.45284 15.14180 10.06254 0.00
H 18.55815 17.64638 9.28370 0.00
H 14.39165 22.03011 14.67345 0.00
H 20.58172 14.79738 11.17209 0.00
H 11.80573 9.36536 14.36958 0.00
H 16.36661 10.92173 14.64128 0.00
H 7.91325 16.84063 9.26531 0.00
H 8.33384 15.64876 10.51612 0.00
H 16.53200 17.08434 16.17690 0.00
H 14.80905 17.39312 15.93341 0.00
H 17.78054 20.89336 13.75114 0.00
H 15.17960 11.65409 9.18551 0.00
H 12.98729 12.73312 12.99983 0.00
H 19.66654 12.74844 12.76160 0.00
H 16.11584 19.11788 13.03468 0.00
H 9.98967 10.83461 14.61495 0.00
H 9.58236 12.70340 15.30130 0.00
H 17.82468 18.92763 10.20088 0.00
H 9.53929 7.53472 14.79844 0.00
H 10.99027 8.59752 11.83429 0.00
H 19.42499 13.28632 14.39718 0.00
H 21.98964 13.38509 12.97593 0.00
H 11.17922 20.73981 14.09649 0.00
H 11.55503 20.83953 12.37633 0.00

=====

No. 3
15
Properties=species:S:1:pos:R:3:nbo_charge:R:1 method="wB97M-V/def2-TZVPD" e_above_lowest_ev=2.344 lumo_energy_ev=1.0 homo_ev=-8.5625 energy_ev=-7725.230 total_charge=0 gap_ev=9.546
N 0.63687 2.01391 -1.43911 -0.72
N -0.33677 0.15543 -0.27016 -0.31
N 0.11997 -0.57824 1.03301 -0.47
C 0.66568 1.01142 -0.63510 0.28
C -1.71302 0.63641 -0.31736 -0.43
C 0.94527 -1.73128 0.67779 -0.43
H 0.46739 -2.37154 -0.07196 0.18
H 1.91588 -1.40676 0.29076 0.20
H -0.69150 -0.93506 1.54697 0.36
H -2.40880 -0.17758 -0.09472 0.20
H -1.93933 1.02307 -1.31797 0.24
H -1.87540 1.44452 0.40387 0.19
H 1.13693 -2.34492 1.56514 0.21
H 1.51947 0.79801 0.07939 0.15
H 1.55737 2.46261 -1.45056 0.35

=====

No. 4
73
Properties=species:S:1:pos:R:3:lowdin_charge:R:1 method="wB97M-V/def2-TZVPD" e_above_lowest_ev=15.952 lumo_energy_ev=1.9 homo_ev=-6.3350 energy_ev=-55174.590 total_charge=-1 gap_ev=8.189
O -2.93179 0.41448 2.20824 0.05
O -0.80365 1.20685 2.59679 0.17
O 0.74539 2.72933 1.67706 0.19
O -2.16361 0.30065 -0.55332 0.05
O 2.69500 3.77474 2.14799 0.17
O 3.10468 -2.14493 -0.88246 -0.02
O 2.59238 4.54397 -0.35519 -0.06
O -2.76093 2.44944 3.39302 -0.01
O 0.39756 -1.32786 2.85703 0.03
O 0.60415 5.03882 1.01946 -0.04
O 3.65819 0.98622 2.56258 0.20
O -1.73888 -1.09535 3.70400 -0.06
O -0.10207 0.86233 0.35404 0.06
O 1.41579 0.53322 2.24114 0.21
O 0.49583 2.36844 4.43863 0.01
O -2.00477 2.87514 -0.24428 0.03
O -3.34689 1.24866 -2.05964 -0.07
O -2.99641 -1.38388 1.65880 0.00
O -4.49185 0.60141 1.17422 -0.01
N 2.09042 -2.13206 -1.91730 -0.10
C 0.34541 -3.49078 -3.22097 -0.14
C 0.63131 -1.01109 -3.66142 -0.10
C 2.06869 2.75779 1.98588 -0.32
C 1.15774 -3.30505 -1.87139 -0.48
C -1.86560 0.75704 1.81651 -0.22
C 2.88868 0.11267 -2.89990 -0.01
C -0.41828 -2.22036 -3.60181 -0.16
C 0.25904 -3.36283 -0.65596 -0.04
C -1.39020 0.64875 0.32194 -0.38
C 0.63922 0.08022 -1.34367 -0.02
C 2.04498 -4.58079 -1.72814 -0.05
C 2.52812 1.27572 2.24190 -0.27
C 1.58327 -0.75151 -2.34067 -0.31
B 0.38250 1.34377 1.69621 -0.93
H -2.79987 1.67652 2.82971 -0.06
H -2.48920 0.83005 -2.13297 0.01
H -3.61971 2.86085 3.29568 0.04
H -1.50477 3.61829 -0.58184 0.07
H 1.20442 0.35378 -0.45271 0.10
H -0.39289 -4.29183 -3.25754 0.11
H 2.23223 -5.04918 -0.76189 0.08
H 0.07931 -0.08681 -3.83206 0.10
H 1.18333 -3.67123 -3.89433 0.11
H 1.47447 -5.32405 -2.28507 0.07
H -0.21944 2.98272 4.27347 0.05
H 0.77210 -3.52201 0.29248 0.08
H -0.23018 -0.51253 -1.05926 0.07
H -3.93165 -1.58441 1.62200 0.11
H -5.16295 1.08646 1.65443 0.05
H 3.04233 3.73756 -0.10325 0.01
H -3.74128 0.85319 -1.28228 0.02
H -1.39839 2.13608 -0.29264 0.00
H 3.00228 0.00628 -3.97873 0.06
H -2.75128 -1.21464 0.74913 0.08
H -3.90693 0.26498 1.85313 -0.23
H 0.68380 -0.43456 2.66649 -0.06
H 0.03576 5.54097 1.60342 0.08
H -2.18522 -1.26197 2.87379 -0.06
H 3.81724 -2.32870 -1.49898 0.08
H -1.19423 -2.05843 -2.85363 0.10
H 1.29336 -1.20617 -4.50506 0.09
H 0.14223 0.92515 -1.82033 0.11
H 2.05348 4.76542 0.40427 -0.05
H 3.81476 -0.16824 -2.39834 0.05
H 2.80128 1.18203 -2.70773 0.06
H 0.57555 1.86884 3.62605 -0.01
H -0.80807 -1.17902 3.49708 -0.09
H 0.84302 4.26259 1.52605 -0.01
H -0.39670 -2.50334 -0.51672 0.06
H -0.95294 -2.23917 -4.55149 0.10
H 3.05228 -4.42447 -2.11418 0.08
H -0.49301 -4.14020 -0.79089 0.09
H 0.76204 -1.85367 2.14506 0.08

=====

No. 5
9
Properties=species:S:1:pos:R:3:nbo_charge:R:1 method="wB97M-V/def2-TZVPD" e_above_lowest_ev=0.987 lumo_energy_ev=3.2 homo_ev=-4.5153 energy_ev=-40170.753 total_charge=-1 gap_ev=7.752
S -1.56303 0.04184 -0.98081 0.07
S 0.16319 0.01796 1.39812 2.40
S 1.28970 -0.41680 -1.34837 0.10
O 1.55128 -0.43336 1.51296 -0.96
O -0.08609 1.45820 1.18829 -0.97
O -0.85277 -0.48939 2.29793 -0.95
N -0.18222 -0.96188 -0.47882 -0.89
H 0.79528 -0.54606 -2.61610 0.08
H -1.11534 1.32947 -0.97319 0.12

=====

No. 6
46
Properties=species:S:1:pos:R:3:nbo_charge:R:1 method="wB97M-V/def2-TZVPD" e_above_lowest_ev=2.805 lumo_energy_ev=0.7 homo_ev=-8.3549 energy_ev=-29201.346 total_charge=0 gap_ev=9.097
O -2.97826 -0.80376 2.53450 -0.71
N 0.33561 -0.55676 1.21817 -0.19
N 1.27616 0.10041 1.99218 -0.25
C 1.85581 0.13816 -0.23584 -0.30
C 5.28526 2.78865 0.93637 -0.20
C -4.44896 0.27898 -1.90863 -0.23
C -1.07267 -2.49097 -3.58172 -0.21
C -2.72454 -0.01674 0.33301 -0.04
C -2.06762 -0.14935 1.70609 0.07
C -2.68090 1.14106 -0.42994 -0.23
C 0.11828 -1.23120 -1.25136 -0.07
C -0.22708 -0.47301 -2.42061 -0.18
C 3.88136 1.42743 2.85994 -0.20
C -0.24625 -2.57563 -1.25124 -0.20
C 0.68045 -0.46959 -0.13058 0.11
C 4.93282 2.18974 3.22987 -0.20
C -4.45468 -0.90735 -1.20113 -0.21
C -0.90032 -1.09548 1.73290 -0.24
C -3.61872 -1.05132 -0.11302 -0.21
C 5.72002 2.79646 2.25762 -0.22
C -0.93417 -3.19806 -2.33386 -0.21
C 4.11895 2.11170 0.53837 -0.21
C 2.20659 0.58754 1.13171 0.13
C 3.46796 1.37039 1.51331 -0.05
C -3.50939 1.21670 -1.56685 -0.19
C -0.77797 -1.09282 -3.57861 -0.21
H -5.10978 -1.74745 -1.36854 0.21
H -1.97886 0.90757 2.03376 0.19
H -1.97057 1.92548 -0.18383 0.22
H 3.77956 2.15451 -0.51823 0.22
H 3.46291 0.84744 3.64241 0.23
H -5.08704 0.34726 -2.77856 0.22
H -1.17631 -4.30066 -2.33756 0.22
H -0.16453 -3.22058 -0.31863 0.21
H -3.72729 -0.20858 2.69303 0.48
H 6.58302 3.37735 2.52817 0.21
H -1.18861 -2.13348 1.35035 0.23
H 5.25142 2.31974 4.29952 0.21
H -3.67603 -1.97698 0.50544 0.22
H 5.88904 3.37808 0.13290 0.21
H -1.62048 -2.89875 -4.42818 0.22
H -0.77311 -1.26718 2.83585 0.25
H -0.90961 -0.58784 -4.46342 0.21
H 0.02453 0.57366 -2.30746 0.22
H 2.53225 0.36483 -1.12272 0.24
H -3.37820 2.11038 -2.17499 0.21

=====

No. 7
12
Properties=species:S:1:pos:R:3:nbo_charge:R:1 method="wB97M-V/def2-TZVPD" e_above_lowest_ev=1.072 lumo_energy_ev=0.3 homo_ev=-11.3879 energy_ev=-8319.604 total_charge=0 gap_ev=11.702
O 0.58458 0.08561 -1.33693 -0.95
O -1.47952 4.01063 -0.42154 -0.94
O 2.50973 -2.17519 1.24189 -0.94
O -2.11831 -2.31944 1.44363 -0.94
H -0.20252 0.62884 -1.37699 0.48
H 2.05847 -1.57622 0.64705 0.47
H 0.79270 -0.10318 -2.25196 0.47
H 3.38108 -2.28134 0.86016 0.47
H -1.18540 -2.40235 1.24603 0.47
H -1.02488 4.07512 0.41833 0.47
H -0.79459 4.14648 -1.07625 0.47
H -2.52136 -2.08901 0.60656 0.46

=====

No. 8
7
Properties=species:S:1:pos:R:3:nbo_charge:R:1 method="wB97M-V/def2-TZVPD" e_above_lowest_ev=0.697 lumo_energy_ev=4.4 homo_ev=-2.6726 energy_ev=-13426.848 total_charge=-1 gap_ev=7.090
S 0.05690 -2.47304 -0.94785 -1.06
N -0.47951 1.62402 -0.38061 -0.67
C -0.19617 0.92594 0.64774 -0.03
H -0.48576 -0.12999 0.77224 0.18
H 0.44356 1.22184 1.48774 0.13
H -0.50492 0.92014 -1.16529 0.37
H 1.16590 -2.08890 -0.41397 0.07

=====

For the records above, the corresponding max |F| values read 4.68 4.04 2.57 13.61 3.50 4.78 0.38 2.18 eV/A.